(1)
{"formula": "C34H53F9N6O10", "method": "ωB97M-V with the def2-TZVPD basis set", "elements": ["C", "C", "O", "C", "O", "C", "F", "F", "F", "H", "H", "H", "H", "H", "C", "C", "O", "C", "O", "C", "F", "F", "F", "H", "H", "H", "H", "H", "C", "C", "O", "C", "O", "C", "F", "F", "F", "H", "H", "H", "H", "H", "C", "N", "C", "C", "O", "H", "H", "H", "H", "H", "H", "H", "C", "N", "C", "C", "O", "H", "H", "H", "H", "H", "H", "H", "C", "N", "C", "C", "O", "H", "H", "H", "H", "H", "H", "H", "C", "N", "C", "C", "O", "H", "H", "H", "H", "H", "H", "H", "C", "C", "C", "N", "C", "C", "H", "H", "H", "H", "H", "C", "C", "C", "N", "C", "C", "H", "H", "H", "H", "H"], "coordinates": [[2.618401, 6.325599, 3.022648], [2.854401, 5.362669, 1.809218], [4.180631, 5.005879, 1.685788], [4.639741, 4.364369, 0.623918], [3.945411, 3.876839, -0.270402], [6.184991, 4.270769, 0.682448], [6.683801, 3.673299, -0.397832], [6.668281, 5.520639, 0.725338], [6.561021, 3.609149, 1.734208], [1.767511, 6.976309, 2.820968], [3.447851, 6.955619, 3.343858], [2.375931, 5.767569, 3.927028], [2.537991, 5.877619, 0.902128], [2.223661, 4.474389, 1.774118], [1.090691, -1.743511, 4.543288], [1.895191, -1.962521, 3.298008], [2.352951, -0.733461, 2.754348], [3.295491, -0.742221, 1.778328], [3.756991, -1.713461, 1.241358], [3.923501, 0.665969, 1.482448], [5.254501, 0.674339, 1.827408], [3.751851, 0.958929, 0.189378], [3.258171, 1.623769, 2.228078], [0.119501, -1.289861, 4.345548], [1.582831, -1.106931, 5.278588], [1.004981, -2.726861, 5.005618], [1.353161, -2.491721, 2.514268], [2.797011, -2.493801, 3.602248], [0.144601, 2.644699, 0.626358], [0.097771, 1.092419, 0.894748], [0.745181, 0.305509, -0.144082], [0.112401, -0.842121, -0.666452], [-1.103239, -1.104611, -0.566402], [1.086631, -1.781701, -1.462792], [0.656631, -1.901781, -2.691762], [2.380521, -1.370621, -1.447622], [1.048391, -2.977811, -0.808652], [-0.641879, 3.027109, 1.276978], [-0.298389, 2.854039, -0.347312], [1.165011, 3.006989, 0.751308], [-0.935959, 0.752019, 0.954968], [0.475651, 0.849659, 1.887918], [-3.165739, 4.413449, 2.136428], [-4.606799, 4.765989, 2.155328], [-5.281779, 4.521559, 0.922848], [-5.334779, 4.819679, 3.279108], [-4.826479, 4.742039, 4.427908], [-2.711079, 4.515769, 1.151078], [-2.937259, 3.352209, 2.234748], [-2.614599, 5.016619, 2.857898], [-6.221669, 3.978539, 1.022008], [-5.406739, 5.380449, 0.263458], [-4.769569, 3.774209, 0.316868], [-6.406319, 4.980199, 3.083548], [-2.329649, 4.502899, -2.052012], [-1.791239, 3.145199, -2.346362], [-2.470619, 1.966979, -1.829962], [-0.748649, 2.962819, -3.201122], [-0.155229, 3.855009, -3.798742], [-1.514589, 5.186019, -1.813032], [-3.107939, 4.486419, -1.289062], [-2.633829, 4.859729, -3.036012], [-2.814049, 2.100869, -0.804182], [-3.343029, 1.791299, -2.459372], [-1.858549, 1.068529, -1.908942], [-0.457759, 1.906299, -3.307722], [0.262231, -4.221241, -5.431642], [0.449571, -4.574291, -6.810182], [-0.704219, -4.401421, -7.700882], [1.625991, -5.073591, -7.302992], [1.869671, -5.375641, -8.461062], [1.038751, -3.559441, -5.048052], [0.274271, -5.148981, -4.859582], [-0.710679, -3.735591, -5.356122], [-0.825379, -3.318581, -7.730612], [-0.410279, -4.569051, -8.737032], [-1.534719, -4.997601, -7.322802], [2.371541, -5.141001, -6.495642], [2.227001, -5.831681, -1.864602], [2.034121, -6.560401, -0.580942], [1.143831, -5.874821, 0.390948], [2.408321, -7.827661, -0.437072], [2.186631, -8.490021, 0.642478], [2.918071, -4.988981, -1.845032], [1.318791, -5.355851, -2.234532], [2.615011, -6.499831, -2.633452], [1.692051, -4.983171, 0.695108], [0.223241, -5.441011, 0.000528], [0.844851, -6.402201, 1.296808], [2.872571, -8.193151, -1.366102], [-0.803499, 1.873649, 4.414998], [0.507311, 2.234629, 4.772838], [0.744491, 3.518409, 5.300308], [-0.273599, 4.418429, 5.503488], [-1.548269, 3.963449, 5.341818], [-1.845899, 2.743979, 4.747818], [-0.979819, 0.917399, 3.945018], [1.310321, 1.513409, 4.735158], [1.739181, 3.704689, 5.677518], [-2.322309, 4.649889, 5.651768], [-2.872259, 2.464999, 4.560338], [-4.134799, -5.522521, -1.051712], [-4.387899, -6.194851, -2.273312], [-3.779919, -5.709811, -3.387402], [-2.884419, -4.654901, -3.372432], [-2.606709, -4.077721, -2.159352], [-3.201849, -4.478751, -0.974002], [-4.635729, -5.903021, -0.173822], [-4.919569, -7.134551, -2.246742], [-3.952229, -6.149331, -4.358752], [-2.014689, -3.174471, -2.165332], [-2.880959, -4.063741, -0.029962]], "atomic_forces_ev_per_a": [[-0.2, -1.1, 0.1], [-2.0, 1.4, -0.1], [2.6, -0.2, 0.3], [-2.3, -1.3, -1.8], [1.7, 1.2, 1.9], [-0.8, 0.7, -1.3], [-0.2, 0.0, 0.0], [0.3, 0.0, 0.1], [0.6, -0.6, 1.3], [0.0, -0.1, -0.1], [0.3, -0.1, -0.7], [-0.1, -0.2, -0.1], [0.2, 0.3, -0.2], [0.0, -0.1, 0.7], [-0.3, 0.3, 0.1], [0.9, -0.5, 0.0], [0.8, 1.8, -1.1], [0.5, -0.9, 0.8], [-0.6, 0.6, 0.3], [-0.8, 0.4, 0.8], [-2.0, 0.1, -0.7], [0.6, -0.1, 0.9], [1.1, -0.7, -0.9], [-0.1, -0.3, 0.0], [0.3, 0.0, -0.2], [-0.4, 0.0, 0.0], [0.0, -0.3, 0.2], [-0.1, -0.5, -0.4], [-0.7, -2.3, -0.2], [-1.3, 0.8, -0.3], [-0.4, -2.5, -0.7], [-2.6, 2.0, 1.4], [4.2, 0.7, -0.3], [0.8, 0.6, 2.0], [0.0, -0.4, -0.5], [-1.4, -0.3, -0.2], [-0.1, 0.6, -0.8], [0.6, 0.4, 0.7], [0.6, 0.0, -0.3], [-0.4, 0.3, 0.0], [-0.2, 0.2, -0.3], [0.8, -0.1, -0.3], [0.0, 0.3, 0.0], [1.2, -0.8, -0.9], [-0.6, -0.9, -1.6], [1.8, 0.0, 3.2], [-1.4, 0.2, -2.6], [-0.5, 1.1, -0.2], [-0.6, -0.3, 1.0], [-0.1, -0.3, 0.0], [-0.4, 0.6, 0.5], [-0.1, 0.2, 0.2], [0.6, 0.1, 0.1], [0.1, -0.1, 0.2], [1.1, -0.8, -1.5], [0.4, -0.1, 0.9], [-0.5, 0.2, -0.6], [0.4, 1.3, -0.3], [-0.7, -0.7, 0.6], [0.1, -0.2, 0.5], [0.1, -0.1, -0.3], [-0.8, 0.4, 0.2], [0.2, 0.0, 0.1], [-0.3, -0.2, 0.2], [0.2, 0.2, 0.2], [-0.1, -0.1, 0.0], [0.1, -0.5, 0.2], [0.6, -0.6, -1.9], [1.4, 0.9, 0.0], [-0.5, 0.4, 0.1], [-0.3, 0.1, 0.7], [0.0, 0.1, -0.1], [-0.3, 0.2, 0.5], [0.1, -0.1, 0.3], [-1.1, 0.1, 0.3], [-0.1, -0.9, 0.2], [-0.2, 0.3, -0.4], [0.2, -0.1, 0.0], [0.1, -0.2, 0.2], [-1.6, 1.8, -0.8], [0.8, 0.9, 0.3], [-1.1, -2.1, 3.7], [1.0, 1.8, -3.9], [0.4, -0.1, 0.7], [-0.4, -0.5, 0.2], [-0.2, -0.2, 0.1], [0.1, 0.1, 0.4], [0.0, -0.5, -0.9], [0.6, -0.6, -0.4], [0.2, -0.5, 0.4], [0.5, 0.8, 0.6], [-0.7, 0.6, 0.3], [-2.2, -0.6, -0.1], [0.4, -1.6, 0.4], [1.7, 0.5, -0.5], [0.4, -0.5, -0.1], [-0.2, -0.1, 0.0], [0.1, 0.0, -0.3], [0.1, 0.7, -0.2], [-0.2, 0.0, -0.1], [-0.1, 0.1, 0.1], [0.5, -0.4, -0.4], [0.4, 0.6, 2.0], [2.0, 1.7, -0.6], [-0.9, -0.3, 1.4], [-1.1, -0.7, -1.7], [-0.7, -1.1, -0.3], [0.1, 0.1, 0.2], [-0.4, 0.2, -0.3], [0.1, 0.0, -0.1], [0.5, -0.1, -0.2], [-0.3, 0.2, 0.0]], "mulliken_charge": [-1.12, 0.56, -0.26, 0.39, -0.58, 0.97, -0.25, -0.26, -0.23, 0.34, 0.33, 0.19, 0.29, -0.38, -1.23, -0.12, -0.09, 0.09, -0.52, 1.03, -0.28, -0.18, -0.23, 0.23, 0.30, 0.43, 0.15, 0.42, 0.41, -0.23, -0.15, 0.35, -0.56, 0.64, -0.19, -0.20, -0.18, 0.08, -0.26, -0.42, 0.66, 0.04, -1.18, 0.19, -0.96, 0.05, -0.56, 0.45, 0.41, 0.39, 0.48, 0.26, 0.18, 0.36, -0.84, 0.18, -0.46, 0.08, -0.61, 0.31, 0.15, 0.38, 0.11, 0.47, -0.14, 0.35, -0.95, 0.07, -1.06, 0.10, -0.59, 0.39, 0.31, 0.34, 0.38, 0.36, 0.30, 0.32, -0.76, 0.15, -0.84, 0.25, -0.64, 0.26, 0.13, 0.35, 0.28, 0.26, 0.33, 0.27, 0.09, -0.07, -0.62, -0.59, -0.52, -0.49, 0.33, 0.36, 0.47, 0.51, 0.56, -0.41, -0.45, -0.25, -0.32, -0.31, -0.41, 0.36, 0.37, 0.37, 0.59, 0.43], "total_charge": 0, "fmax_ha_per_bohr": 0.0861}

(2)
{"formula": "C5H14S3", "method": "ωB97M-V with the def2-TZVPD basis set", "elements": ["C", "C", "C", "S", "H", "H", "H", "H", "H", "H", "H", "H", "C", "S", "S", "C", "H", "H", "H", "H", "H", "H"], "coordinates": [[1.756820, 1.530207, 1.334442], [1.008707, 1.561395, 0.011815], [-0.483926, 1.851503, 0.234067], [-1.259632, 2.225123, -1.384879], [2.826752, 1.474457, 1.123922], [1.497890, 0.642884, 1.918365], [1.569132, 2.379967, 1.989080], [1.408978, 2.354600, -0.622149], [1.088363, 0.607137, -0.504963], [-0.598895, 2.724604, 0.870384], [-0.961082, 0.981456, 0.675363], [-2.556233, 2.210341, -1.038791], [1.223796, -2.477953, -0.183147], [0.416021, -2.122612, -1.782879], [-1.462136, -2.909406, -1.457671], [-2.297308, -1.565525, -0.526659], [0.791128, -1.815740, 0.564404], [1.118206, -3.518556, 0.091458], [2.255240, -2.156678, -0.319318], [-2.713343, -0.807962, -1.183799], [-3.084432, -2.032014, 0.062458], [-1.544045, -1.137227, 0.128496]], "atomic_forces_ev_per_a": [[0.4, -0.5, 0.0], [-0.8, 0.5, 0.3], [0.1, 0.1, -0.5], [0.1, -0.1, 0.0], [0.0, 0.0, 0.2], [0.0, 0.0, -0.1], [0.0, 0.2, -0.2], [0.1, -0.1, -0.1], [0.2, 0.0, -0.2], [-0.1, -0.1, 0.2], [-0.1, 0.0, 0.2], [0.1, 0.0, 0.2], [-0.3, 0.8, -0.4], [-0.3, -0.4, 0.3], [0.1, 0.4, 0.0], [0.3, -0.4, -0.2], [-0.1, -0.2, 0.2], [0.1, -0.1, 0.0], [0.2, -0.3, 0.1], [0.1, 0.0, -0.1], [0.0, 0.0, 0.0], [-0.2, 0.1, 0.1]], "mulliken_charge": [-1.25, -0.33, -0.49, -0.26, 0.33, 0.31, 0.38, 0.42, 0.11, 0.42, 0.26, 0.11, -0.73, -0.08, -0.12, -0.36, 0.16, 0.35, 0.30, 0.24, 0.35, -0.13], "total_charge": 0, "fmax_ha_per_bohr": 0.0198}

Record order is preserved below.
ΔE to the lowest compared entry with this formula, charge and spin: 1.646; 0.000 eV
Record order is preserved below.
HOMO energy: -9.14; -8.78 eV